222
Properties=species:S:1:pos:R:3:forces:R:3 method="wB97M-V/def2-TZVPD" fmax_ev_per_a=6.18 total_charge=0 molar_mass_g_mol=1186.889 smiles="CC1(C)CCCC(C)(C)N1O.CC1(C)CCCC(C)(C)N1O.CC1(C)CCCC(C)(C)N1O.CC1(C)CCCC(C)(C)N1O.CC1(C)CCCC(C)(C)N1O.CC1(C)CCCC(C)(C)N1O.CC1(C)CCCC(C)(C)N1O.O=C1CCCO1" homo_lumo_gap_ha=0.307 homo_ev=-7.9 lumo_energy_ev=0.48
C -9.5183 2.0268 -8.8167 0.268 0.614 1.469
C -10.0797 1.3233 -7.4913 1.721 -0.072 -1.230
C -11.3726 0.5373 -7.7907 -0.151 1.474 -0.716
C -8.9924 0.2903 -7.0577 -0.567 0.500 0.638
C -7.7632 0.8870 -6.3846 -0.447 0.578 -1.142
C -8.1541 1.7295 -5.1648 0.077 -1.206 -0.950
C -9.2745 2.8095 -5.4401 0.591 0.391 1.077
C -9.8911 3.1007 -4.0437 -1.076 -0.730 -0.854
C -8.6035 4.1407 -5.8163 0.373 -0.395 -0.515
N -10.2773 2.3567 -6.4284 0.087 -1.890 0.590
O -11.2471 3.3368 -6.7384 0.640 -0.027 -0.262
H -9.0871 1.4445 -9.6310 -0.907 -0.609 -0.064
H -10.1856 2.8278 -9.1348 -0.170 -0.300 -0.332
H -8.6175 2.5532 -8.5011 0.031 0.289 0.313
H -11.3777 0.0235 -8.7520 0.766 -0.427 0.112
H -11.7287 -0.1354 -7.0105 0.060 0.303 0.114
H -12.0729 1.3277 -8.0608 -0.725 -0.063 0.586
H -9.4778 -0.3843 -6.3523 -0.001 -0.187 0.191
H -8.7025 -0.3162 -7.9157 -0.143 0.106 -0.149
H -7.0595 0.0744 -6.2042 0.032 0.087 0.592
H -7.2529 1.5179 -7.1124 0.110 0.176 -0.152
H -7.2075 2.1185 -4.7896 -0.323 0.800 0.185
H -8.4246 0.9639 -4.4376 -0.688 0.350 0.382
H -10.3693 2.1952 -3.6702 0.578 -0.300 0.450
H -10.7619 3.7550 -4.0868 0.336 0.645 -0.270
H -9.1027 3.5239 -3.4212 -0.334 -0.286 0.293
H -9.3345 4.8759 -6.1528 0.072 -0.137 -0.227
H -7.8416 3.9213 -6.5643 -0.064 0.435 -0.369
H -8.0830 4.5718 -4.9612 -0.001 -0.109 0.053
H -12.0742 2.9481 -6.4445 -0.143 -0.012 0.188
C -10.6079 -3.6020 2.3258 -0.311 0.721 -1.167
C -10.4019 -4.9081 3.0580 -0.657 0.536 1.950
C -10.2386 -6.1002 2.0987 -0.381 -0.326 0.550
C -9.1206 -4.6402 3.9186 0.649 -0.980 -0.199
C -8.9343 -5.4257 5.2329 -0.969 1.043 -1.732
C -10.1448 -5.0888 6.0921 0.009 -0.957 -0.602
C -11.5034 -5.4615 5.4058 0.408 0.266 -0.106
C -11.7693 -6.9823 5.5889 -0.665 0.704 -0.076
C -12.5461 -4.5808 6.1226 -1.538 -1.268 0.064
N -11.5956 -5.0281 3.9698 1.452 0.521 1.060
O -12.7740 -5.4737 3.3595 0.315 0.186 -0.037
H -11.4916 -3.6220 1.6880 0.190 -0.311 -0.458
H -10.7987 -2.7069 2.9178 0.113 -0.467 0.848
H -9.7059 -3.3306 1.7774 -0.046 -0.225 -0.558
H -11.1353 -6.2556 1.4988 0.235 0.753 -0.693
H -9.3018 -6.0166 1.5478 -0.345 0.071 -0.401
H -10.2339 -7.0837 2.5686 0.531 0.046 0.805
H -8.3157 -4.9704 3.2619 0.279 0.285 -0.159
H -8.9232 -3.5909 4.1379 -0.532 0.174 -0.238
H -8.8951 -6.4548 4.8758 0.022 -0.396 0.824
H -7.9769 -5.0985 5.6384 -0.075 -0.330 0.316
H -10.2056 -4.0350 6.3640 0.426 0.058 -0.087
H -10.0567 -5.6852 7.0002 -0.419 0.229 0.280
H -11.2947 -7.6560 4.8755 0.495 0.271 -0.040
H -12.8372 -7.1329 5.4309 -0.130 -0.208 0.313
H -11.4887 -7.2703 6.6020 -0.185 -0.171 -0.067
H -12.5016 -3.5357 5.8164 0.342 -0.129 0.297
H -12.6707 -4.7506 7.1921 1.120 0.377 0.417
H -13.5538 -4.9290 5.8956 -0.187 0.067 -0.944
H -12.6473 -6.4144 3.2158 -0.149 -0.539 -0.159
C 1.1693 -0.8780 -0.1206 -0.299 0.185 -0.608
C -0.1185 -0.5040 -0.8938 0.340 -0.744 -0.013
C -0.1684 -1.5265 -2.1604 0.206 2.195 1.325
C -1.3430 -0.7502 -0.0139 0.037 -1.525 -1.096
C -1.5833 0.1037 1.1411 0.316 2.724 0.251
C -1.6598 1.5796 0.6473 0.137 -1.057 0.968
C -0.4651 1.9921 -0.2516 0.153 0.616 -0.192
C -0.9993 3.2888 -0.9525 1.169 -0.253 -0.504
C 0.8172 2.3300 0.5912 -0.836 -0.248 0.503
N -0.1960 0.9195 -1.2557 -1.326 -0.091 -1.294
O 0.7654 1.2678 -2.2562 0.670 0.092 1.200
H 1.1572 -0.4125 0.8650 0.389 -0.090 -0.092
H 1.2683 -1.9598 -0.0317 -0.192 -0.048 0.216
H 2.0145 -0.5663 -0.7341 0.186 0.290 0.311
H 0.7787 -1.4003 -2.6850 -0.033 -0.228 -0.076
H -0.2653 -2.5399 -1.7709 -0.097 0.104 -0.114
H -0.9755 -1.2490 -2.8385 -0.128 -0.189 0.084
H -2.2190 -0.6483 -0.6544 -0.155 -0.607 -0.183
H -1.2277 -1.7260 0.4580 -0.296 -0.662 -0.805
H -2.5500 -0.1706 1.5634 0.248 -0.031 0.487
H -0.7486 -0.0130 1.8323 -0.292 0.056 0.510
H -1.7626 2.2522 1.4988 0.631 0.196 0.168
H -2.6427 1.7281 0.2001 0.181 -0.157 -0.862
H -0.1650 3.8887 -1.3160 0.136 -0.078 -0.251
H -1.5392 3.9735 -0.2984 -0.114 -0.412 0.334
H -1.6274 3.0413 -1.8083 -0.105 -0.105 0.100
H 1.7848 2.2461 0.0965 -0.338 0.109 -0.527
H 0.8835 1.6533 1.4431 -0.063 -0.090 0.086
H 0.7172 3.3252 1.0245 0.057 0.127 -0.094
H 0.3074 1.4682 -3.0758 -0.579 -0.078 0.166
C 10.2079 10.6442 8.1191 0.322 -0.165 0.418
C 8.7863 10.1178 8.2923 0.341 1.268 0.974
C 8.7376 8.7093 8.8483 -0.350 -0.364 0.750
C 8.1321 11.1272 9.3921 0.097 -1.454 -0.853
C 6.6169 11.0475 9.4066 -0.516 -0.032 0.126
C 6.0545 11.2664 8.0231 0.831 0.972 -0.345
C 6.6767 10.3539 6.9353 -1.353 -0.174 -1.222
C 6.0368 8.9310 7.0993 -0.093 -0.769 0.042
C 6.2726 10.9408 5.5067 0.399 -0.822 1.075
N 8.1457 10.3058 7.0053 -2.169 3.609 2.272
O 8.7034 9.6459 5.9819 0.407 -1.419 -0.867
H 10.8962 10.0276 7.5410 -0.317 -0.183 -0.185
H 10.1295 11.6232 7.6463 0.212 0.009 0.092
H 10.6451 10.7257 9.1142 0.167 0.229 0.052
H 9.3308 8.6028 9.7565 0.400 0.211 -0.092
H 7.7302 8.5092 9.2133 -0.143 -0.288 -0.299
H 9.0611 7.9199 8.1698 -0.064 0.094 -0.191
H 8.4626 10.8061 10.3799 0.458 -0.013 -0.060
H 8.5280 12.1264 9.2101 -0.264 0.063 -0.125
H 6.2598 10.1172 9.8483 0.270 -0.507 -0.248
H 6.1398 11.7522 10.0878 0.347 0.491 0.033
H 6.2868 12.3013 7.7714 0.480 0.200 -0.242
H 4.9673 11.3430 8.0379 -0.157 -0.940 -0.296
H 6.7604 8.1170 7.1431 0.391 0.059 -0.051
H 5.3374 8.5646 6.3479 -0.015 0.633 -0.467
H 5.4752 8.7902 8.0228 0.111 0.398 0.267
H 5.1854 10.9055 5.4371 0.005 0.128 -0.095
H 6.7039 10.3255 4.7170 -0.136 -0.091 0.053
H 6.6431 11.9522 5.3399 -0.039 0.043 0.332
H 8.2809 8.7930 6.1069 0.381 -1.188 -0.853
C 8.8656 -10.1837 -2.9442 -0.258 0.644 0.121
C 7.6093 -9.3498 -2.5881 -0.503 -1.969 0.046
C 7.2761 -9.6008 -1.0932 -0.624 -0.963 -0.401
C 7.8476 -7.8761 -2.7108 1.335 1.908 -0.824
C 7.8186 -7.2754 -4.1067 -0.072 -0.768 0.317
C 6.5597 -7.7075 -4.8140 -0.118 0.971 -0.328
C 6.0878 -9.1599 -4.7154 0.096 -2.460 -2.165
C 4.5190 -9.2468 -4.8045 0.862 0.956 0.369
C 6.7140 -9.9495 -5.9856 -0.638 0.739 0.709
N 6.5011 -9.8092 -3.4954 0.040 1.907 2.242
O 6.1849 -11.1675 -3.3732 0.203 0.645 -0.287
H 9.0144 -10.1060 -4.0212 0.508 0.090 0.046
H 9.6987 -9.7903 -2.3617 0.288 -0.107 -0.292
H 8.7613 -11.2400 -2.6964 -0.204 0.047 0.095
H 6.2950 -9.1890 -0.8567 0.265 0.599 0.182
H 7.1367 -10.6526 -0.8437 0.146 -0.306 -0.467
H 8.0869 -9.2967 -0.4312 -0.142 0.575 -0.103
H 7.2203 -7.2257 -2.1013 -0.365 -0.542 0.309
H 8.8743 -7.6377 -2.4331 0.082 -0.378 0.890
H 7.8929 -6.1881 -4.0865 -0.372 0.113 0.312
H 8.7135 -7.5136 -4.6815 0.051 -0.654 -0.075
H 6.8341 -7.3815 -5.8172 -1.020 -0.565 -0.598
H 5.7242 -7.0859 -4.4920 0.005 0.194 0.145
H 4.1911 -8.9046 -3.8229 -0.303 -0.052 0.014
H 4.0746 -10.2216 -5.0052 0.444 -0.036 -0.015
H 4.1626 -8.5168 -5.5313 -0.076 -0.115 -0.216
H 6.4715 -9.3759 -6.8802 0.333 0.120 -0.055
H 6.3131 -10.9407 -6.1979 -0.200 -0.104 0.521
H 7.7894 -10.0505 -5.8391 0.095 0.197 -0.279
H 6.8684 -11.5822 -3.9047 0.140 -0.687 -0.212
C -0.8171 3.8687 -12.5095 0.279 1.435 1.240
C -0.5454 5.3372 -12.0149 -0.852 1.225 0.577
C -0.6796 6.3015 -13.2522 0.619 -1.038 0.773
C -1.5993 5.6717 -10.8866 0.304 0.701 0.464
C -1.3042 7.0143 -10.1786 1.332 -0.497 -0.279
C 0.1184 6.9287 -9.5454 -0.451 -0.116 -0.641
C 1.2862 6.5587 -10.4965 -1.064 1.287 0.632
C 1.7249 7.9077 -11.1644 0.367 -1.022 -0.775
C 2.4488 6.1016 -9.5546 0.152 0.069 -0.576
N 0.8166 5.5192 -11.4297 -1.563 -0.500 1.775
O 1.7755 5.0023 -12.2573 1.243 -0.162 -0.744
H -0.6305 3.1961 -11.6723 0.616 -0.238 -0.201
H -1.8942 3.7568 -12.6339 0.023 0.205 -0.670
H -0.2206 3.7017 -13.4064 -0.262 -0.498 0.168
H -0.2373 7.2775 -13.0523 -0.485 0.078 0.134
H -0.0008 5.8390 -13.9687 -0.257 0.158 -0.485
H -1.7033 6.3443 -13.6239 0.120 0.116 -0.117
H -2.6318 5.7162 -11.2332 0.096 -0.132 -0.660
H -1.6265 4.9149 -10.1026 0.382 -0.420 -0.114
H -1.4041 7.7927 -10.9350 0.296 0.307 0.079
H -1.9830 7.2796 -9.3682 -0.313 -0.329 -0.132
H 0.0954 6.1673 -8.7657 -0.226 -0.025 0.162
H 0.4067 7.8761 -9.0901 -0.137 0.011 0.178
H 2.2456 8.5434 -10.4483 -0.088 0.011 -0.060
H 0.9286 8.4610 -11.6623 -0.352 -0.044 0.459
H 2.3919 7.6701 -11.9931 0.421 0.020 0.079
H 2.7911 6.8603 -8.8508 -0.230 0.793 -0.487
H 3.3134 5.8705 -10.1767 0.120 -0.377 0.190
H 2.2297 5.3331 -8.8133 -0.399 -0.722 -0.713
H 2.0726 4.2344 -11.7636 0.309 -0.295 -0.256
C 0.6950 -5.0423 8.2394 1.014 -0.655 0.475
C 1.8183 -5.1968 9.3542 -1.454 -0.535 -0.111
C 2.7714 -4.0506 9.1647 1.037 0.203 -0.966
C 1.2006 -4.9354 10.7634 -0.059 -1.327 0.080
C 2.0998 -5.4144 11.8778 0.609 -0.335 0.361
C 2.4302 -6.8938 11.6964 0.108 1.156 0.363
C 3.0140 -7.2673 10.3215 1.366 -1.350 0.309
C 4.5693 -6.9860 10.2800 -0.731 0.969 0.069
C 2.8251 -8.8161 10.3289 0.102 -0.304 -0.853
N 2.3454 -6.6374 9.1939 -3.277 2.551 4.575
O 2.8559 -6.8890 7.9898 1.494 -0.708 -2.108
H 1.1870 -5.2476 7.2887 -0.086 0.259 -0.132
H -0.0779 -5.8049 8.3352 0.007 -0.014 0.323
H 0.2200 -4.0617 8.2064 0.218 0.058 0.180
H 3.2083 -4.1267 8.1690 -0.087 0.391 -0.233
H 2.1655 -3.1522 9.2821 0.247 0.177 -0.372
H 3.6347 -3.9384 9.8206 -0.213 -0.425 0.443
H 0.9230 -3.8998 10.9597 0.166 0.165 -0.631
H 0.2795 -5.5031 10.8951 -0.242 -0.156 -0.287
H 3.0402 -4.8741 11.9870 0.014 0.375 -0.338
H 1.5969 -5.2883 12.8366 -0.090 0.030 0.084
H 1.5446 -7.4424 12.0172 -0.142 -0.388 -0.694
H 3.1836 -7.1618 12.4370 0.147 -0.110 -0.014
H 5.0165 -7.0876 9.2912 -0.213 -0.795 -0.003
H 5.1236 -7.5095 11.0590 -0.038 -0.211 -0.201
H 4.7347 -5.9192 10.4302 -0.133 0.213 0.469
H 1.7931 -9.1661 10.3051 -0.299 0.516 0.154
H 3.2753 -9.2644 11.2145 0.125 0.214 0.071
H 3.2761 -9.3304 9.4802 0.380 0.172 -0.203
H 2.5053 -7.7705 7.8421 0.030 -0.136 -0.810
O 8.5856 4.1110 1.6149 0.333 -0.617 -0.508
C 8.5469 3.8469 0.4380 -0.605 1.693 1.429
C 8.9871 4.7634 -0.6733 -0.417 -1.189 -0.865
C 8.1301 4.2203 -1.8575 0.384 0.042 0.684
C 7.8185 2.7954 -1.4448 1.408 -0.315 -0.321
O 7.9391 2.7693 -0.0402 -1.029 -0.997 0.915
H 8.8052 5.8027 -0.3998 0.304 -0.199 -0.122
H 10.0354 4.5171 -0.8421 0.189 0.503 -0.023
H 7.1918 4.7748 -1.8579 0.222 0.229 -0.842
H 8.7188 4.0864 -2.7650 -0.563 1.032 -0.355
H 6.8805 2.3939 -1.8283 -0.086 0.101 0.504
H 8.6375 2.1554 -1.7730 -0.146 -0.284 -0.490